DFT (ωB97M-V/def2-TZVPD) results for a molecular structure, C41H65BBrCl2N3O3P2Ti.

Each line ends with the Mulliken charge.
CARTESIAN COORDINATES (ANGSTROEM)
1 Ti 0.2906 -0.8357 -1.1038  -0.343
2 C 2.7575 -3.8647 0.0598  -2.245
3 C 1.3226 -4.3272 0.3537  2.186
4 C 1.3933 -5.3576 1.4894  -1.707
5 C 0.7415 -5.0177 -0.8870  -1.362
6 P 0.3144 -2.8012 0.8068  1.897
7 C 1.2704 -2.1344 2.2408  -2.494
8 N 2.1317 -1.1309 1.6930  0.608
9 B 1.9354 -0.4928 0.4214  1.580
10 N 2.8492 0.6235 0.4585  0.435
11 C 2.9564 1.7155 -0.4665  -2.319
12 P 2.0241 1.2831 -1.9997  1.678
13 C 1.2483 2.9326 -2.4586  1.906
14 C 2.1822 4.1444 -2.3432  -1.688
15 C 0.6892 2.8650 -3.8831  -2.024
16 C 0.0786 3.1399 -1.4907  -1.935
17 C 3.4542 0.8655 -3.1592  2.239
18 C 2.9771 0.3944 -4.5357  -1.451
19 C 4.4528 2.0043 -3.3959  -1.917
20 C 4.2032 -0.2853 -2.4606  -2.202
21 C 3.5082 0.6537 1.6818  0.264
22 C 4.4286 1.5519 2.1932  -0.838
23 C 4.8992 1.3385 3.4868  -0.840
24 C 4.4540 0.2625 4.2462  -0.842
25 C 3.5230 -0.6396 3.7370  -0.731
26 C 3.0633 -0.4350 2.4484  0.150
27 C -1.2968 -3.3086 1.6716  2.299
28 C -2.0356 -4.4804 1.0112  -1.888
29 C -1.0995 -3.6916 3.1492  -1.824
30 C -2.1845 -2.0574 1.6231  -2.061
31 H 3.3205 -4.7310 -0.2987  0.657
32 H 3.2543 -3.4971 0.9600  0.285
33 H 2.8023 -3.0977 -0.7074  0.398
34 H 2.1368 -6.1098 1.2127  0.525
35 H 0.4484 -5.8747 1.6383  0.333
36 H 1.7090 -4.9281 2.4399  0.230
37 H 1.4354 -5.8011 -1.2039  0.538
38 H 0.6120 -4.3209 -1.7133  -0.232
39 H -0.2205 -5.4793 -0.6842  0.309
40 H 1.8345 -2.9165 2.7543  0.618
41 H 0.5835 -1.6967 2.9720  0.516
42 H 4.0025 1.9258 -0.7019  0.857
43 H 2.5422 2.6314 -0.0308  0.670
44 H 2.9634 4.1462 -3.0967  0.331
45 H 2.6508 4.2323 -1.3622  0.245
46 H 1.5840 5.0474 -2.4925  0.547
47 H 1.4800 2.9291 -4.6287  0.379
48 H 0.0197 3.7149 -4.0399  0.489
49 H 0.1145 1.9527 -4.0537  0.249
50 H 0.3810 3.0646 -0.4437  0.065
51 H -0.7124 2.4172 -1.6706  0.075
52 H -0.3342 4.1398 -1.6475  0.730
53 H 2.5381 1.2033 -5.1150  0.318
54 H 2.2448 -0.4006 -4.4875  -0.127
55 H 3.8434 0.0266 -5.0923  0.541
56 H 4.0638 2.7394 -4.0984  0.336
57 H 5.3532 1.5759 -3.8449  0.520
58 H 4.7577 2.5206 -2.4856  0.282
59 H 3.5379 -1.0739 -2.1110  0.432
60 H 4.7831 0.0711 -1.6071  0.289
61 H 4.9020 -0.7309 -3.1730  0.642
62 H 4.7700 2.4003 1.6138  0.479
63 H 5.6201 2.0260 3.9092  0.407
64 H 4.8326 0.1258 5.2505  0.416
65 H 3.1668 -1.4700 4.3334  0.477
66 H -1.5220 -5.4247 1.1852  0.376
67 H -2.1946 -4.3429 -0.0534  0.207
68 H -3.0163 -4.5585 1.4893  0.542
69 H -0.6136 -4.6579 3.2682  0.336
70 H -2.0940 -3.7707 3.5964  0.583
71 H -0.5499 -2.9558 3.7343  0.269
72 H -2.3918 -1.7386 0.6052  0.125
73 H -1.7218 -1.2285 2.1627  -0.171
74 H -3.1394 -2.2776 2.1082  0.879
75 C -6.3272 3.6278 -0.5612  -1.664
76 C -6.0396 2.5150 0.4558  1.821
77 C -6.2927 3.0699 1.8574  -2.035
78 C -7.0031 1.3448 0.2146  -1.642
79 C -4.6067 2.0167 0.2833  -0.242
80 C -4.1914 1.5249 -0.9502  -0.798
81 C -2.9184 1.0281 -1.1024  0.474
82 Br -2.3640 0.5232 -2.8355  0.015
83 C -1.9978 0.9581 -0.0384  0.184
84 O -0.8114 0.3541 -0.2711  1.438
85 C -2.3578 1.5544 1.1800  -0.404
86 C -3.6660 2.0401 1.2970  -0.688
87 C -1.4398 1.8401 2.3817  2.717
88 C -1.2412 3.3643 2.4606  -1.795
89 C -2.0918 1.3654 3.6922  -1.978
90 C -0.0553 1.2090 2.2953  -1.137
91 H -7.3513 3.9882 -0.4433  0.458
92 H -6.2143 3.2778 -1.5876  0.330
93 H -5.6482 4.4701 -0.4156  0.351
94 H -7.3244 3.4185 1.9278  0.438
95 H -5.6404 3.9167 2.0806  0.393
96 H -6.1464 2.3081 2.6257  0.372
97 H -8.0377 1.6777 0.3225  0.445
98 H -6.8226 0.5415 0.9312  0.350
99 H -6.8842 0.9311 -0.7876  0.348
100 H -4.8531 1.5286 -1.8055  0.504
101 H -3.9464 2.4736 2.2452  0.300
102 H -2.1870 3.8918 2.5880  0.371
103 H -0.7667 3.7394 1.5516  0.249
104 H -0.5973 3.6093 3.3088  0.505
105 H -2.9771 1.9481 3.9475  0.448
106 H -1.3808 1.4774 4.5133  0.533
107 H -2.3885 0.3176 3.6375  0.199
108 H 0.5044 1.5721 1.4344  -0.764
109 H -0.1090 0.1266 2.2182  -0.506
110 H 0.5096 1.4604 3.1962  0.842
111 N -2.1437 -2.9220 -1.9396  -1.013
112 C -1.3056 -2.2229 -1.5570  0.316
113 Cl 2.9518 -3.7739 -4.0567  -0.174
114 C 1.3390 -3.0936 -4.3069  -0.023
115 Cl 1.1360 -2.4905 -5.9532  -0.172
116 C 1.0118 -2.0335 -3.2564  -0.726
117 O 0.2536 -1.0866 -3.4882  -0.235
118 O 1.4964 -2.2115 -2.0940  -0.330
119 H 0.6162 -3.8972 -4.1736  0.417

Forces on the atoms, in the same order (eV/Å):
Ti 0.0507 -0.0690 -0.0087
C 0.1041 -0.0186 0.0855
C -0.0468 -0.0143 0.0196
C -0.0166 0.0275 -0.0452
C 0.0147 0.1393 -0.0855
P -0.0944 -0.0585 0.1486
C 0.0725 -0.0111 -0.0544
N 0.0285 -0.0380 -0.0199
B 0.0313 0.1562 0.0663
N 0.0424 -0.0272 -0.0061
C -0.0354 0.0871 -0.0121
P 0.0059 -0.0680 -0.0899
C 0.0555 0.0212 -0.0429
C -0.0069 -0.0167 0.0144
C -0.0273 -0.0166 0.0255
C -0.0195 -0.0356 0.0233
C 0.0501 -0.0284 0.0625
C 0.0210 -0.0115 0.0412
C -0.0173 0.0095 -0.0081
C 0.0171 0.0003 -0.0009
C 0.0385 -0.0190 0.0559
C -0.0022 -0.0049 -0.0082
C 0.0078 -0.0033 0.0144
C 0.0017 -0.0014 -0.0020
C 0.0037 0.0109 -0.0158
C -0.0550 0.0591 -0.0228
C -0.0121 -0.0065 -0.0209
C 0.0133 0.0908 0.0027
C -0.0345 0.0030 0.0034
C 0.0156 -0.0198 0.0853
H 0.0087 -0.0024 0.0161
H -0.0017 0.0032 -0.0058
H 0.0226 -0.0501 0.0592
H -0.0115 -0.0139 -0.0025
H -0.0481 0.0047 0.0248
H 0.0163 -0.0021 0.0075
H -0.0007 -0.0068 0.0132
H 0.0218 -0.0792 0.0854
H -0.0709 -0.0249 0.0194
H -0.0222 -0.0351 0.0063
H 0.0838 0.0406 -0.0691
H -0.0071 0.0204 0.0063
H -0.0383 -0.0389 0.0138
H 0.0403 -0.0132 -0.0183
H -0.0136 -0.0084 0.0050
H -0.0012 -0.0034 -0.0135
H 0.0273 -0.0090 -0.0216
H -0.0055 -0.0043 -0.0040
H 0.0107 -0.0090 0.0000
H 0.0010 -0.0003 0.0103
H 0.0313 0.0291 0.0104
H -0.0068 0.0028 0.0031
H -0.0312 0.0298 -0.0115
H -0.0121 -0.0112 -0.0033
H -0.0108 -0.0141 0.0022
H -0.0147 0.0236 -0.0031
H -0.0027 -0.0022 0.0001
H 0.0039 0.0011 -0.0017
H -0.0146 -0.0183 -0.0319
H -0.0195 -0.0102 0.0186
H 0.0159 0.0233 -0.0005
H -0.0020 0.0016 -0.0047
H -0.0007 0.0035 -0.0002
H -0.0002 0.0005 0.0012
H 0.0033 -0.0004 0.0075
H 0.0212 -0.0240 -0.0393
H 0.0015 0.0624 -0.0709
H -0.0036 -0.0034 -0.0131
H 0.0697 -0.0229 -0.0284
H 0.0051 -0.0510 0.0069
H -0.1021 -0.0429 -0.0037
H -0.0128 -0.0122 -0.0331
H -0.0263 0.0347 -0.0335
H 0.0105 0.0022 0.0363
C 0.0058 0.0060 0.0016
C -0.0009 0.0075 -0.0105
C 0.0009 -0.0019 0.0066
C -0.0010 -0.0042 -0.0085
C 0.0008 -0.0062 0.0176
C -0.0178 -0.0096 0.0058
C 0.0413 0.0156 0.0381
Br -0.0596 -0.0050 -0.0278
C 0.0563 0.0789 -0.0781
O -0.1461 0.0534 0.0332
C -0.0178 -0.0422 -0.0206
C -0.0203 0.0003 -0.0021
C -0.0036 0.0292 0.0236
C 0.0202 -0.0052 0.0100
C -0.0180 0.0184 -0.0161
C 0.0524 0.0112 -0.0233
H -0.0033 0.0011 0.0015
H 0.0035 -0.0027 -0.0013
H 0.0012 0.0010 0.0011
H -0.0042 -0.0045 0.0011
H -0.0019 0.0051 -0.0031
H 0.0056 -0.0016 -0.0001
H -0.0014 0.0006 0.0034
H -0.0009 0.0015 0.0033
H -0.0033 0.0014 0.0002
H 0.0075 -0.0017 -0.0087
H 0.0035 0.0048 -0.0110
H -0.0168 -0.0066 -0.0046
H 0.0002 -0.0031 -0.0008
H 0.0051 0.0034 0.0008
H 0.0011 -0.0174 0.0056
H -0.0010 0.0138 0.0018
H 0.0247 -0.0443 -0.0151
H -0.0049 0.0084 0.0027
H -0.0051 0.0291 -0.0001
H 0.0070 -0.0059 0.0022
N 0.0076 -0.1121 0.0217
C -0.0141 -0.1619 0.0248
Cl 0.0293 0.0033 -0.0176
C -0.1899 0.0072 -0.0795
Cl -0.0105 0.0013 0.0209
C 0.0848 0.1463 0.0807
O 0.0094 0.0916 0.0368
O 0.0294 0.0140 -0.1823
H 0.0248 -0.0241 0.0210

As for the energy above the lowest of the compared OMol25 structures with the same formula, charge and spin: 0.0 kJ/mol. The value obtained for the HOMO-LUMO gap is 8.3077 eV. As for the spin multiplicity: 1.